{"formula": "C27H20Br2N6O2SZn", "method": "ωB97M-V/def2-TZVPD", "symbols": ["Zn", "N", "C", "C", "C", "C", "C", "C", "S", "O", "O", "N", "C", "N", "C", "C", "C", "N", "H", "H", "H", "H", "H", "H", "H", "H", "H", "Br", "C", "C", "C", "N", "C", "C", "C", "C", "C", "Br", "C", "C", "N", "H", "H", "H", "H", "H", "H", "C", "C", "C", "C", "C", "C", "C", "H", "H", "H", "H", "H"], "xyz": [[-0.03, 0.20, -0.13], [-3.74, -2.31, 6.31], [-3.00, -1.44, 5.49], [-3.38, -1.22, 4.17], [-2.61, -0.41, 3.34], [-1.45, 0.17, 3.84], [-1.08, -0.02, 5.17], [-1.85, -0.82, 5.99], [-0.43, 1.21, 2.84], [0.20, 2.18, 3.70], [-1.35, 1.93, 1.84], [0.47, 0.23, 2.06], [1.80, 0.30, 1.81], [2.71, 0.32, 2.79], [3.98, 0.23, 2.41], [4.37, 0.11, 1.08], [3.36, 0.13, 0.14], [2.09, 0.26, 0.48], [-4.70, -2.43, 6.02], [-3.65, -2.11, 7.29], [-4.28, -1.68, 3.79], [-2.90, -0.24, 2.31], [-0.19, 0.47, 5.53], [-1.57, -0.99, 7.02], [4.70, 0.24, 3.22], [5.41, 0.01, 0.80], [3.55, 0.06, -0.93], [-0.46, -1.07, -6.68], [-0.19, -0.76, -4.80], [0.63, 0.35, -4.42], [0.82, 0.49, -3.07], [0.32, -0.29, -2.12], [-0.52, -1.38, -2.50], [-0.73, -1.61, -3.91], [-1.09, -2.12, -1.49], [-1.98, -3.25, -1.70], [-2.49, -3.88, -0.64], [-3.65, -5.39, -0.91], [-2.20, -3.51, 0.71], [-1.34, -2.43, 0.84], [-0.79, -1.75, -0.15], [1.04, 1.04, -5.15], [1.44, 1.32, -2.70], [-1.33, -2.44, -4.23], [-2.22, -3.56, -2.71], [-2.64, -4.00, 1.56], [-1.06, -2.10, 1.84], [-1.42, 1.54, 0.38], [-2.76, 1.35, -0.01], [-3.92, 1.49, 0.82], [-5.19, 1.23, 0.33], [-5.41, 0.87, -0.99], [-4.30, 0.79, -1.84], [-3.03, 1.03, -1.38], [-3.79, 1.78, 1.86], [-6.04, 1.32, 1.01], [-6.41, 0.65, -1.35], [-4.43, 0.53, -2.89], [-2.19, 0.98, -2.06]], "mulliken_charge": [-0.405, -0.613, 1.048, -1.109, -0.310, -0.304, -0.609, -0.659, 1.154, -0.785, -0.420, 0.107, 0.374, -0.624, -0.196, -0.796, 0.026, -0.240, 0.244, 0.218, 0.321, 0.770, 0.454, 0.255, 0.399, 0.342, 0.461, -0.324, 0.148, -1.055, -0.055, 0.490, 0.904, -0.951, 0.110, -0.982, 0.189, -0.334, -1.259, -0.250, 0.280, 0.361, 0.358, 0.346, 0.341, 0.420, 0.629, -0.274, 0.833, -0.550, -0.494, -0.626, -0.372, -0.800, 0.469, 0.321, 0.327, 0.365, 0.332], "charge": -2, "lumo_ev": 4.141, "energy_ev": -240694.8728, "fmax_ev_per_a": 1.58, "de_lowest_kj_mol": 314.55}

***

{"formula": "C27H20BrMoN4O2S", "method": "ωB97M-V/def2-TZVPD", "symbols": ["Mo", "Br", "C", "C", "C", "C", "C", "C", "N", "C", "C", "C", "C", "C", "C", "N", "H", "H", "H", "H", "H", "H", "H", "H", "H", "O", "S", "O", "N", "C", "C", "C", "C", "C", "C", "C", "C", "N", "C", "C", "C", "C", "C", "C", "C", "H", "H", "H", "H", "H", "H", "H", "H", "H", "H", "H"], "xyz": [[0.06, -0.49, 0.56], [-6.19, -4.16, -0.54], [-4.48, -3.44, -0.68], [-3.52, -4.09, -1.47], [-2.25, -3.58, -1.59], [-1.93, -2.39, -0.92], [-2.89, -1.73, -0.16], [-4.16, -2.25, -0.03], [-0.64, -1.81, -0.96], [0.40, -2.31, -1.56], [1.66, -1.58, -1.57], [2.74, -1.98, -2.34], [3.87, -1.16, -2.35], [3.88, 0.00, -1.59], [2.78, 0.31, -0.81], [1.69, -0.46, -0.80], [-3.79, -5.01, -1.98], [-1.53, -4.11, -2.20], [-2.68, -0.77, 0.32], [-4.91, -1.74, 0.56], [0.36, -3.27, -2.07], [2.70, -2.89, -2.92], [4.73, -1.43, -2.95], [4.74, 0.66, -1.59], [2.76, 1.20, -0.19], [1.14, -1.28, 2.04], [0.47, -0.61, 3.30], [-0.40, -1.44, 4.04], [-0.28, 0.42, 2.31], [-1.06, 1.59, 2.42], [-1.50, 2.26, 3.53], [-2.26, 3.43, 3.35], [-2.56, 3.92, 2.10], [-2.10, 3.23, 0.95], [-2.35, 3.62, -0.38], [-1.84, 2.88, -1.43], [-1.09, 1.74, -1.16], [-0.85, 1.32, 0.09], [-1.35, 2.06, 1.14], [1.68, 0.09, 4.29], [1.60, -0.15, 5.66], [2.57, 0.39, 6.48], [3.60, 1.15, 5.94], [3.67, 1.39, 4.57], [2.71, 0.86, 3.73], [-1.29, 1.91, 4.53], [-2.62, 3.96, 4.23], [-3.15, 4.82, 1.98], [-2.93, 4.52, -0.58], [-2.02, 3.16, -2.46], [-0.67, 1.15, -1.97], [0.80, -0.76, 6.07], [2.53, 0.21, 7.55], [4.36, 1.56, 6.59], [4.48, 1.98, 4.16], [2.76, 1.03, 2.66]], "mulliken_spin": [1.864, 0.004, 0.008, 0.007, -0.015, -0.061, 0.066, 0.021, -0.007, -0.042, 0.046, -0.002, 0.026, -0.011, 0.055, -0.039, 0.000, -0.001, 0.002, 0.000, 0.002, 0.000, 0.000, 0.000, -0.004, 0.013, 0.027, -0.009, -0.021, 0.063, 0.004, -0.001, 0.001, -0.010, 0.018, 0.000, 0.027, -0.007, -0.031, 0.002, -0.001, 0.001, 0.000, 0.002, -0.006, 0.000, 0.000, 0.000, 0.000, 0.001, -0.003, 0.000, 0.000, 0.000, 0.000, 0.007], "s2": 2.023, "charge": 3, "lumo_ev": [-11.476, -11.245], "energy_ev": -121085.5494, "fmax_ev_per_a": 0.52, "multiplicity": 3}

***

{"formula": "C27H20N2O5", "method": "ωB97M-V/def2-TZVPD", "symbols": ["O", "N", "O", "C", "C", "C", "C", "C", "C", "N", "O", "O", "C", "H", "H", "H", "H", "H", "C", "O", "C", "C", "C", "C", "C", "C", "C", "C", "C", "C", "C", "C", "C", "C", "C", "C", "C", "C", "C", "H", "H", "H", "H", "H", "H", "H", "H", "H", "H", "H", "H", "H", "H", "H"], "xyz": [[1.22, 0.22, -5.99], [2.12, -0.33, -5.31], [2.84, -1.25, -5.77], [2.33, 0.10, -3.96], [3.47, -0.36, -3.27], [3.67, 0.04, -1.95], [2.73, 0.86, -1.31], [1.57, 1.34, -1.99], [0.64, 2.17, -1.29], [-0.39, 2.82, -1.90], [-1.16, 3.59, -1.23], [-0.57, 2.68, -3.15], [1.40, 0.95, -3.34], [4.17, -1.01, -3.79], [4.56, -0.29, -1.41], [2.85, 1.16, -0.27], [0.77, 2.37, -0.23], [0.53, 1.34, -3.86], [3.26, -1.89, 5.11], [3.34, -1.98, 3.67], [2.32, -1.41, 2.97], [2.24, -1.68, 1.58], [1.16, -1.23, 0.85], [0.11, -0.50, 1.47], [-1.09, -0.14, 0.77], [-1.98, 0.93, 1.14], [-3.22, 0.76, 0.43], [-4.31, 1.59, 0.67], [-4.16, 2.63, 1.60], [-2.94, 2.85, 2.25], [-1.84, 2.01, 2.02], [-3.08, -0.39, -0.44], [-1.75, -0.93, -0.25], [-1.40, -2.11, -0.92], [-2.33, -2.71, -1.78], [-3.62, -2.17, -1.95], [-4.00, -1.01, -1.26], [0.24, -0.19, 2.84], [1.32, -0.62, 3.59], [4.10, -2.48, 5.47], [3.36, -0.85, 5.45], [2.31, -2.30, 5.48], [3.04, -2.27, 1.12], [1.12, -1.42, -0.22], [-5.24, 1.41, 0.13], [-5.01, 3.29, 1.80], [-2.83, 3.69, 2.95], [-0.88, 2.19, 2.50], [-0.42, -2.56, -0.75], [-2.05, -3.61, -2.32], [-4.33, -2.66, -2.61], [-5.00, -0.57, -1.35], [-0.54, 0.36, 3.35], [1.37, -0.40, 4.66]], "mulliken_charge": [-0.563, 0.956, -0.609, -0.111, -0.488, -0.567, -0.718, 1.314, -1.515, 1.005, -0.718, -0.722, -0.395, 0.470, 0.425, 0.412, 0.404, 0.775, -0.869, -0.429, 0.818, -1.313, -0.261, 0.640, 0.859, 0.009, -0.007, -0.386, -0.649, -1.069, -0.008, -0.153, 0.666, -0.107, -1.004, -0.678, -0.407, -0.893, -0.712, 0.253, 0.330, 0.388, 0.469, 0.549, 0.411, 0.398, 0.386, 0.637, 0.428, 0.406, 0.399, 0.432, 0.714, 0.395], "lumo_ev": -3.095, "energy_ev": -41532.9935, "fmax_ev_per_a": 3.18}

***

{"formula": "C27H20N8PrS2", "method": "ωB97M-V/def2-TZVPD", "symbols": ["Pr", "N", "C", "C", "C", "C", "C", "C", "C", "C", "N", "C", "H", "H", "H", "H", "H", "H", "H", "H", "S", "N", "C", "C", "C", "C", "C", "N", "C", "C", "N", "C", "C", "C", "C", "C", "N", "H", "H", "H", "H", "H", "H", "N", "C", "S", "C", "C", "C", "N", "C", "C", "H", "H", "H", "H", "H", "H"], "xyz": [[-0.13, -0.13, 0.30], [1.90, 0.10, 1.91], [3.11, 0.38, 1.12], [4.25, 0.82, 1.75], [5.44, 1.04, 1.05], [5.50, 0.77, -0.30], [4.35, 0.34, -0.99], [4.37, 0.08, -2.37], [3.22, -0.30, -3.01], [2.04, -0.43, -2.26], [1.97, -0.22, -0.95], [3.12, 0.16, -0.29], [1.90, 0.77, 2.69], [2.05, -0.81, 2.37], [4.24, 1.01, 2.82], [6.32, 1.39, 1.57], [6.41, 0.90, -0.85], [5.30, 0.19, -2.91], [3.20, -0.50, -4.07], [1.12, -0.74, -2.76], [-4.72, -6.56, 1.09], [-3.13, -6.39, 1.12], [-2.82, -5.11, 0.92], [-1.52, -4.53, 0.88], [-0.35, -5.28, 1.06], [0.87, -4.64, 1.00], [0.91, -3.27, 0.76], [-0.19, -2.53, 0.61], [-1.41, -3.14, 0.66], [-2.59, -2.31, 0.50], [-2.43, -0.97, 0.32], [-3.52, -0.21, 0.19], [-4.82, -0.72, 0.22], [-5.01, -2.07, 0.39], [-3.88, -2.90, 0.54], [-3.98, -4.31, 0.75], [-5.09, -5.03, 0.83], [-0.43, -6.34, 1.24], [1.79, -5.18, 1.13], [1.86, -2.74, 0.68], [-3.35, 0.86, 0.07], [-5.65, -0.05, 0.12], [-5.99, -2.52, 0.42], [-1.92, 6.89, -1.78], [-1.12, 6.44, -0.81], [-0.35, 7.53, 0.19], [-0.89, 5.01, -0.60], [-1.46, 4.00, -1.41], [-1.20, 2.68, -1.14], [-0.42, 2.25, -0.13], [0.15, 3.22, 0.64], [-0.06, 4.56, 0.44], [-2.02, 7.90, -1.86], [-2.43, 6.33, -2.43], [-2.11, 4.26, -2.23], [-1.64, 1.90, -1.77], [0.79, 2.88, 1.45], [0.41, 5.29, 1.09]], "mulliken_spin": [2.012, -0.002, -0.004, 0.000, 0.000, 0.000, 0.000, 0.001, -0.001, -0.002, 0.004, 0.000, 0.001, 0.000, 0.000, 0.000, 0.000, 0.000, 0.000, 0.000, 0.000, 0.000, 0.000, 0.000, 0.000, 0.000, -0.001, 0.004, 0.000, -0.008, 0.000, -0.001, 0.000, 0.001, -0.001, 0.000, 0.000, 0.000, 0.000, 0.000, -0.001, 0.000, 0.000, 0.000, 0.000, -0.001, -0.001, -0.002, 0.002, 0.000, 0.003, -0.002, 0.000, 0.000, 0.000, 0.000, -0.001, 0.000], "s2": 2.002, "charge": 3, "lumo_ev": [-9.314, -9.238], "energy_ev": -75962.7472, "fmax_ev_per_a": 2.16, "multiplicity": 3}